one.
ORCA calculation (ωB97M-V/def2-TZVPD) on a cluster of 2 separate species, H4NS in total.

Net charge   -1
Spin multiplicity   1
Lowest unoccupied orbital energy   4.77 eV
Gap between HOMO and LUMO   7.3 eV

Positions of all 6 atoms, in Å:
N 0.976 0.396 -0.305
H 0.591 0.712 -1.216
H 0.892 -0.620 -0.335
H 0.317 0.740 0.407
S -1.447 -1.042 1.245
H -1.328 -0.186 0.203

Löwdin atomic charges, in units of e:
1. N -0.07
2. H -0.01
3. H -0.04
4. H -0.07
5. S -0.34
6. H -0.47

***

two.
ORCA calculation (ωB97M-V/def2-TZVPD) on a cluster of 2 separate species, H4NS in total.

Net charge   -1
Spin multiplicity   1
Lowest unoccupied orbital energy   4.91 eV
Gap between HOMO and LUMO   7.5 eV

Positions of all 6 atoms, in Å:
N 1.156 0.499 -1.700
H 0.604 1.318 -1.875
H 0.883 0.204 -0.749
H 0.999 -0.224 -2.383
S -0.629 -0.336 0.987
H -1.064 0.551 1.895

Löwdin atomic charges, in units of e:
1. N -0.04
2. H -0.03
3. H -0.16
4. H -0.03
5. S -0.26
6. H -0.49

***

Relative energies, unit hartree: one 0.0053; two 0.0000

***

one.
ORCA calculation (ωB97M-V/def2-TZVPD) on a structure of composition C2H7N3S.

Spin multiplicity   1
Lowest unoccupied orbital energy   0.09 eV
Gap between HOMO and LUMO   8.5 eV

Positions of all 13 atoms, in Å:
C 0.541 1.525 -0.041
C 0.309 0.059 -0.189
H 1.589 1.632 -0.324
H -0.139 2.227 -0.620
H 0.271 1.951 1.064
H 1.113 -1.771 0.083
H 2.937 -0.680 1.157
H 3.519 0.142 -0.306
H -3.044 -1.153 1.151
N 1.569 -0.761 -0.431
N 2.665 -0.209 0.388
N -0.732 -0.662 -0.187
S -2.241 -0.027 0.049

Löwdin atomic charge list, values in e, 6 entries:
1. C -0.09
2. C -0.53
3. H 0.04
4. H 0.08
5. H 0.14
6. H 0.20

***

two.
ORCA calculation (ωB97M-V/def2-TZVPD) on an isolated molecule of C2H7N3S.

SMILES   [H]/N=C(\NN)SC
Spin multiplicity   1
Lowest unoccupied orbital energy   0.64 eV
Gap between HOMO and LUMO   9.5 eV

Positions of all 13 atoms, in Å:
H 0.351 -1.423 -1.050
N 1.069 -0.842 -0.572
C 0.039 -0.134 -0.072
N -1.371 -0.301 -0.520
N -1.947 -1.051 -1.592
S 0.084 1.081 1.264
C 1.801 1.027 1.545
H -1.871 0.677 -0.204
H -2.411 -0.420 -2.395
H -2.598 -1.664 -1.192
H 2.393 2.097 1.940
H 2.560 0.862 0.504
H 1.901 0.091 2.344

Löwdin atomic charge list, values in e, 6 entries:
1. H 0.02
2. N 0.05
3. C -0.69
4. N -0.20
5. N -0.02
6. S 0.79

***

Relative energies, unit hartree: one 0.0224; two 0.0000

***

one.
ORCA calculation (ωB97M-V/def2-TZVPD) on the ion C5H12N with charge +2.

Net charge   +2
Spin multiplicity   2
Lowest unoccupied orbital energy (spin up / spin down)   -10.19 / -12.10 eV
Gap between HOMO and LUMO (spin up / spin down)   9.5 / 9.3 eV

Positions of all 18 atoms, in Å:
C -0.315 1.500 1.153
C 0.031 1.438 -0.350
C -0.622 0.266 -1.125
C -0.144 -1.098 -1.276
C 1.126 -1.749 -1.401
N -0.529 0.062 1.773
H -1.247 2.040 1.233
H 0.559 2.014 1.736
H 1.178 1.405 -0.598
H -0.204 2.353 -0.817
H -1.687 0.462 -1.181
H -0.863 -1.768 -0.763
H 1.584 -1.795 -2.404
H 1.057 -2.799 -1.121
H 1.854 -1.304 -0.686
H -0.561 -0.015 2.844
H 0.155 -0.730 1.601
H -1.372 -0.283 1.384

Löwdin atomic charge list, values in e, 6 entries:
1. C -0.05
2. C -0.13
3. C 0.12
4. C 0.04
5. C -0.02
6. N 0.19

***

two.
ORCA calculation (ωB97M-V/def2-TZVPD) on the ion C5H12N with charge +2.

Net charge   +2
Spin multiplicity   2
Lowest unoccupied orbital energy (spin up / spin down)   -9.96 / -11.47 eV
Gap between HOMO and LUMO (spin up / spin down)   9.2 / 10.2 eV

Positions of all 18 atoms, in Å:
C -0.537 1.455 0.870
C -0.625 0.875 -0.549
C 0.241 -0.349 -0.822
C 0.145 -1.575 -0.158
C -0.202 -2.819 -0.826
N 0.860 1.951 1.206
H -1.177 2.327 0.992
H -0.817 0.747 1.645
H -1.660 0.558 -0.716
H -0.336 1.628 -1.282
H 0.750 -0.313 -1.783
H 0.412 -1.609 0.899
H -1.106 -2.680 -1.432
H 0.551 -3.192 -1.540
H -0.301 -3.628 -0.107
H 0.872 2.781 1.817
H 1.517 1.287 1.622
H 1.277 2.358 0.359

Löwdin atomic charge list, values in e, 6 entries:
1. C -0.10
2. C -0.10
3. C 0.08
4. C 0.04
5. C 0.01
6. N 0.21

***

Relative energies, unit hartree: one 0.0503; two 0.0000

***

one.
ORCA calculation (ωB97M-V/def2-TZVPD) on a cluster of 12 separate species, BH26O11 in total.

Net charge   -1
Spin multiplicity   1
Lowest unoccupied orbital energy   2.56 eV
Gap between HOMO and LUMO   9.1 eV

Positions of all 38 atoms, in Å:
B -1.022 -0.714 0.398
H -1.044 -1.294 -0.701
H -1.933 0.171 0.432
H -1.201 -1.558 1.313
H 0.084 -0.167 0.729
O -3.133 3.481 0.031
H -2.331 3.873 -0.347
H -2.845 2.793 0.606
O 0.024 -2.591 -3.573
H -0.798 -2.273 -3.111
H 0.118 -1.763 -4.056
O 0.412 -1.176 3.565
H -0.163 -0.630 4.047
H -0.149 -1.569 2.948
O -1.964 0.342 -3.234
H -2.121 -0.162 -2.460
H -2.696 0.853 -3.505
O -0.468 2.227 -0.848
H -0.999 2.117 -1.586
H -0.583 1.488 -0.272
O 0.885 -0.018 -2.340
H 0.563 0.543 -3.056
H 0.124 -0.214 -1.843
O 2.956 -0.849 -0.273
H 2.218 -1.448 -0.404
H 2.948 -0.751 0.662
O 2.628 0.011 2.474
H 1.760 -0.429 2.635
H 3.100 0.159 3.251
O 1.304 -3.120 0.540
H 0.502 -2.629 0.581
H 1.842 -2.792 1.267
O 2.330 1.916 -0.878
H 2.773 1.139 -0.618
H 1.373 1.763 -0.947
O -1.578 0.969 3.256
H -1.529 1.848 2.838
H -1.381 0.471 2.487

Löwdin atomic charge list, values in e, 6 entries:
1. B -0.38
2. H -0.02
3. H -0.01
4. H -0.02
5. H 0.01
6. O -0.06

***

two.
ORCA calculation (ωB97M-V/def2-TZVPD) on a cluster of 12 separate species, BH26O11 in total.

Net charge   -1
Spin multiplicity   1
Lowest unoccupied orbital energy   2.31 eV
Gap between HOMO and LUMO   8.7 eV

Positions of all 38 atoms, in Å:
B -0.724 -13.567 27.546
H -0.370 -13.213 26.394
H 0.113 -13.159 28.365
H -1.918 -13.093 27.779
H -0.726 -14.781 27.551
O -2.737 -12.516 24.674
H -2.703 -13.079 25.462
H -3.000 -13.028 23.949
O 2.597 -12.089 26.769
H 3.090 -11.387 26.317
H 2.305 -11.666 27.608
O 2.359 -14.719 26.545
H 1.644 -15.075 27.002
H 2.174 -13.771 26.791
O -0.821 -11.370 23.185
H -1.190 -11.943 23.835
H -1.502 -10.712 23.051
O 1.765 -11.874 24.003
H 1.226 -11.352 23.371
H 1.559 -11.646 24.910
O 1.333 -14.504 23.902
H 1.403 -13.535 23.953
H 1.600 -14.639 24.797
O -1.376 -16.556 25.518
H -1.124 -16.242 26.399
H -1.603 -15.795 24.987
O -0.479 -10.423 26.091
H -0.452 -10.003 26.967
H -0.496 -11.320 26.344
O -3.558 -14.841 25.930
H -4.352 -14.604 26.438
H -2.844 -14.724 26.530
O -3.914 -10.632 28.235
H -3.102 -11.039 28.526
H -3.686 -10.078 27.480
O 1.464 -10.706 28.679
H 0.794 -9.996 28.629
H 0.981 -11.388 29.141

Löwdin atomic charge list, values in e, 6 entries:
1. B -0.38
2. H -0.02
3. H -0.05
4. H -0.01
5. H -0.06
6. O -0.05

***

three.
ORCA calculation (ωB97M-V/def2-TZVPD) on a cluster of 12 separate species, BH26O11 in total.

Net charge   -1
Spin multiplicity   1
Lowest unoccupied orbital energy   2.72 eV
Gap between HOMO and LUMO   10.2 eV

Positions of all 38 atoms, in Å:
B 0.114 -0.016 -0.406
H 0.756 0.264 -1.322
H -0.685 -0.804 -0.655
H 0.930 -0.416 0.312
H -0.351 0.896 0.097
O 3.980 0.184 1.296
H 3.112 0.446 0.970
H 4.335 0.982 1.697
O 1.703 2.146 1.088
H 1.645 1.443 0.421
H 2.289 2.805 0.699
O 0.730 1.426 3.491
H 1.486 1.420 4.084
H 1.099 1.684 2.614
O -2.815 -1.287 -2.692
H -1.877 -1.390 -2.944
H -3.013 -2.071 -2.171
O -2.966 -1.680 1.197
H -3.794 -1.630 0.712
H -2.631 -0.761 1.203
O -1.757 0.854 1.973
H -1.302 0.559 2.773
H -1.080 0.770 1.267
O 2.665 -2.047 -0.991
H 2.093 -1.498 -0.430
H 2.058 -2.616 -1.469
O -2.545 1.226 -1.128
H -2.657 0.526 -1.791
H -1.738 0.969 -0.637
O -0.182 -2.128 1.987
H -1.149 -2.158 1.949
H 0.077 -1.640 1.187
O 0.585 2.848 -1.935
H 0.384 2.039 -1.435
H -0.191 2.984 -2.485
O 0.137 -1.274 -3.189
H 0.259 -0.845 -2.304
H 0.296 -2.210 -3.030

Löwdin atomic charge list, values in e, 6 entries:
1. B -0.37
2. H 0.01
3. H 0.03
4. H -0.01
5. H -0.02
6. O -0.05

***

Relative energies, unit hartree: one 0.0137; two 0.0161; three 0.0000

***

one.
ORCA calculation (ωB97M-V/def2-TZVPD) on an isolated molecule of C25H26N4O.

SMILES   CCN(Cc1ccncc1)Cc1cn(C)nc1-c1ccc(Oc2ccccc2)cc1
Spin multiplicity   1
Lowest unoccupied orbital energy   0.65 eV
Gap between HOMO and LUMO   8.7 eV

Positions of all 56 atoms, in Å:
C 2.204 0.759 -1.654
C 1.212 -0.147 -2.371
N 1.070 -1.446 -1.734
C 0.425 -2.391 -2.627
C 1.321 -2.760 -3.778
C 0.811 -3.015 -5.045
C 1.688 -3.378 -6.055
N 2.993 -3.493 -5.883
C 3.479 -3.248 -4.677
C 2.694 -2.885 -3.597
C 0.432 -1.357 -0.427
C 1.446 -1.139 0.650
C 2.707 -1.692 0.710
N 3.314 -1.189 1.803
C 4.636 -1.474 2.281
N 2.529 -0.346 2.456
C 1.381 -0.297 1.787
C 0.289 0.553 2.241
C 0.574 1.771 2.857
C -0.440 2.601 3.284
C -1.769 2.226 3.107
O -2.730 3.067 3.609
C -3.949 3.172 2.996
C -4.121 3.066 1.619
C -5.376 3.247 1.069
C -6.463 3.542 1.875
C -6.287 3.664 3.244
C -5.039 3.480 3.806
C -2.065 0.998 2.527
C -1.043 0.173 2.099
H 3.155 0.247 -1.535
H 1.839 1.049 -0.673
H 2.362 1.659 -2.244
H 1.571 -0.320 -3.390
H 0.234 0.367 -2.441
H 0.221 -3.309 -2.063
H -0.540 -2.015 -3.015
H -0.248 -2.931 -5.241
H 1.328 -3.585 -7.055
H 4.552 -3.352 -4.579
H 3.125 -2.684 -2.629
H -0.314 -0.546 -0.402
H -0.094 -2.297 -0.227
H 3.195 -2.385 0.056
H 4.787 -0.904 3.195
H 4.748 -2.539 2.495
H 5.385 -1.180 1.542
H 1.606 2.054 2.991
H -0.226 3.546 3.760
H -3.271 2.852 0.987
H -5.503 3.164 0.000
H -7.440 3.681 1.438
H -7.128 3.900 3.879
H -4.884 3.574 4.870
H -3.095 0.685 2.427
H -1.286 -0.792 1.682

Löwdin atomic charge list, values in e, 6 entries:
1. C -0.06
2. C -0.24
3. N -0.18
4. C -0.16
5. C -0.22
6. C -0.02

***

two.
ORCA calculation (ωB97M-V/def2-TZVPD) on an isolated molecule of C25H26N4O.

SMILES   CCN(Cc1ccncc1)Cc1cn(C)nc1-c1ccc(Oc2ccccc2)cc1
Spin multiplicity   1
Lowest unoccupied orbital energy   0.76 eV
Gap between HOMO and LUMO   8.7 eV

Positions of all 56 atoms, in Å:
C -5.487 -1.615 1.670
C -5.035 -0.391 0.881
N -3.708 0.037 1.292
C -3.468 1.447 1.032
C -2.188 1.909 1.670
C -2.041 1.881 3.054
C -0.843 2.299 3.604
N 0.174 2.749 2.887
C 0.030 2.790 1.576
C -1.120 2.379 0.919
C -2.640 -0.788 0.733
C -1.533 -0.952 1.723
C -1.690 -1.222 3.066
N -0.466 -1.201 3.627
C -0.126 -1.416 5.002
N 0.476 -0.937 2.735
C -0.136 -0.785 1.564
C 0.631 -0.464 0.369
C 1.771 0.331 0.486
C 2.511 0.671 -0.625
C 2.129 0.215 -1.884
O 2.859 0.649 -2.963
C 3.084 -0.184 -4.025
C 3.203 -1.564 -3.898
C 3.491 -2.332 -5.012
C 3.670 -1.738 -6.250
C 3.568 -0.362 -6.370
C 3.276 0.415 -5.266
C 1.001 -0.588 -2.012
C 0.267 -0.928 -0.892
H -4.844 -2.471 1.480
H -6.504 -1.880 1.392
H -5.458 -1.396 2.734
H -5.731 0.427 1.087
H -5.083 -0.602 -0.201
H -3.434 1.664 -0.053
H -4.298 2.014 1.467
H -2.848 1.526 3.675
H -0.683 2.283 4.675
H 0.878 3.168 1.021
H -1.176 2.421 -0.159
H -3.048 -1.772 0.486
H -2.248 -0.343 -0.195
H -2.577 -1.409 3.637
H 0.947 -1.266 5.103
H -0.654 -0.707 5.642
H -0.381 -2.432 5.311
H 2.061 0.674 1.466
H 3.390 1.292 -0.542
H 3.079 -2.028 -2.931
H 3.582 -3.403 -4.907
H 3.894 -2.344 -7.115
H 3.714 0.110 -7.331
H 3.195 1.489 -5.343
H 0.702 -0.943 -2.988
H -0.585 -1.583 -1.002

Löwdin atomic charge list, values in e, 6 entries:
1. C -0.08
2. C -0.26
3. N -0.17
4. C -0.15
5. C -0.21
6. C -0.03

***

Relative energies, unit hartree: one 0.0023; two 0.0000